Record 1
Computed, not measured: 4 unconnected molecules or ions with the total composition H6IO3, with ωB97M-V/def2-TZVPD.

The geometry in XYZ format:
```
10
Properties=species:S:1:pos:R:3:forces:R:3:nbo_charge:R:1
I -0.163100 0.546300 1.807200 0.039 -0.167 0.143 -0.9506
O 0.067900 0.005300 -1.668800 -0.112 -0.456 -0.034 -0.9614
H -0.231100 -0.206700 -0.766800 -0.087 0.532 0.067 0.4888
H 0.830900 -0.570700 -1.749800 0.251 0.003 -0.165 0.4512
O 2.789900 -1.492700 0.820200 1.150 0.357 -0.250 -0.9534
H 1.986900 -0.989700 0.813200 -0.925 1.265 0.302 0.4903
H 2.436900 -2.359700 0.793200 -0.239 -1.548 0.031 0.4498
O -2.679100 1.938300 -0.233800 0.248 1.718 0.104 -0.9957
H -3.030100 1.056300 -0.301800 0.538 -0.468 0.661 0.4721
H -2.009100 2.073300 0.487200 -0.864 -1.237 -0.859 0.5090
```
Positions in Å, forces in eV/Å.

Calculated values
ΔE to the lowest compared entry with this formula, charge and spin in kJ/mol: 44.49
Calculated total energy in eV: -14343.5208
Multiplicity: 1
Lowest unoccupied orbital energy in eV: 3.56
Net charge: -1
HOMO-LUMO gap in eV: 7.789
Highest occupied orbital energy in eV: -4.234

***

Record 2
Computed, not measured: a molecular structure, C38H33N3O5P2Pd, with ωB97M-V/def2-TZVPD.

The geometry in XYZ format:
```
82
Properties=species:S:1:pos:R:3:forces:R:3:mulliken_charge:R:1
Pd 0.002532 -1.639727 -0.963843 -0.163 -0.005 -0.094 0.6615
O 2.023743 -1.454052 -1.497884 -0.050 0.044 0.059 -0.9096
P 2.831272 -0.474487 -0.679618 -0.056 0.021 0.055 1.7622
C 1.856099 0.222537 0.688413 0.023 0.049 -0.059 -1.7535
P 0.332385 1.028259 0.076951 -0.045 -0.024 0.175 1.6676
O -0.152969 0.431968 -1.231544 0.032 0.038 -0.063 -0.8963
C 0.745660 2.755921 -0.170991 -0.020 -0.022 -0.046 0.4462
C 0.688392 3.284863 -1.455359 0.006 -0.006 -0.001 -0.3001
C 1.036998 4.611437 -1.665598 0.008 0.010 0.000 -0.7125
C 1.440998 5.401074 -0.599576 0.000 -0.006 -0.017 -0.4639
C 1.488790 4.874151 0.685657 -0.005 0.001 0.027 -0.7731
C 1.135472 3.553277 0.903037 0.007 0.004 -0.018 -0.7353
C -0.871590 0.889724 1.393238 0.066 0.018 -0.021 1.0416
C -2.211074 0.952909 1.021007 -0.042 0.017 -0.019 -0.9394
C -3.204005 0.801770 1.975171 0.029 -0.004 -0.044 -0.3797
C -2.855439 0.602953 3.303112 0.009 -0.004 0.017 -0.6709
C -1.519627 0.552442 3.681605 -0.017 -0.001 0.014 -0.8243
C -0.524426 0.687565 2.727410 0.012 0.008 -0.029 -0.4871
C 4.252846 -1.272493 0.057873 -0.017 0.030 -0.026 0.8439
C 4.920767 -0.761760 1.169173 -0.026 -0.012 -0.005 -0.3566
C 6.010182 -1.440275 1.688921 0.020 -0.006 -0.002 -0.7382
C 6.435621 -2.623415 1.100257 -0.004 0.020 0.021 -0.4715
C 5.774014 -3.132317 -0.006646 -0.027 -0.014 -0.009 -0.6903
C 4.679470 -2.461754 -0.529605 0.011 -0.007 -0.008 -0.8411
C 3.348078 0.913585 -1.693490 0.015 -0.032 0.013 0.4303
C 4.136722 1.944649 -1.185095 -0.008 -0.003 -0.016 -0.3333
C 4.474275 3.015134 -1.994590 0.009 0.001 0.007 -0.7211
C 4.038424 3.049530 -3.314282 -0.011 0.006 -0.002 -0.4608
C 3.261910 2.020079 -3.823471 -0.012 0.006 0.002 -0.7043
C 2.907972 0.950717 -3.012307 -0.004 -0.005 -0.005 -0.5477
H 2.454141 0.945739 1.249564 -0.002 -0.015 0.009 0.9068
H 1.592887 -0.618563 1.336963 -0.002 -0.025 -0.017 0.7503
H 0.370734 2.655360 -2.276103 0.012 -0.013 -0.009 0.4941
H 0.993345 5.026338 -2.664062 0.000 0.001 0.002 0.4449
H 1.712581 6.435419 -0.766398 0.001 -0.001 -0.001 0.4143
H 1.789806 5.496836 1.517736 0.002 0.001 -0.001 0.4309
H 1.148309 3.149395 1.909855 0.003 0.003 0.002 0.4311
H -2.474532 1.078716 -0.021635 -0.004 -0.003 0.019 0.5295
H -4.242228 0.806784 1.667787 -0.013 0.002 0.007 0.4235
H -3.629145 0.471109 4.048491 -0.001 0.004 0.000 0.4294
H -1.253285 0.387508 4.717148 -0.001 -0.003 -0.001 0.4134
H 0.514033 0.615443 3.028053 0.002 -0.001 0.005 0.4345
H 4.587099 0.150804 1.649134 0.003 -0.001 -0.003 0.2252
H 6.518332 -1.054474 2.562415 -0.002 -0.005 0.000 0.4083
H 7.276678 -3.159958 1.518500 0.001 0.003 0.004 0.3975
H 6.096168 -4.063514 -0.453103 0.001 0.002 -0.001 0.4268
H 4.140133 -2.861558 -1.379139 -0.004 -0.016 0.009 0.4329
H 4.495891 1.913364 -0.162870 -0.004 -0.001 0.016 0.3362
H 5.081998 3.819436 -1.601606 -0.002 0.000 0.002 0.4336
H 4.309725 3.884314 -3.947823 0.001 0.000 0.003 0.4239
H 2.927116 2.047825 -4.852083 -0.001 0.002 0.003 0.4226
H 2.290627 0.144815 -3.387911 -0.007 0.008 -0.001 0.4060
C -7.943949 -0.219369 1.009968 0.007 -0.005 -0.003 -1.5637
C -6.606875 -0.583955 0.421428 -0.006 0.006 0.010 0.8242
C -5.926043 -1.723854 0.832798 -0.005 0.006 0.015 -0.9634
C -4.689429 -2.070483 0.303452 0.009 0.009 -0.047 0.8502
C -3.994348 -3.311972 0.795691 -0.011 -0.008 -0.026 -1.6217
C -4.128171 -1.258669 -0.690735 -0.015 -0.036 -0.055 1.1983
C -4.797546 -0.113455 -1.131844 0.000 0.012 0.059 1.4554
C -4.236609 0.822077 -2.175240 -0.009 0.000 0.009 -2.3125
C -6.024291 0.208988 -0.555817 0.026 0.012 0.000 -0.8183
C -2.774259 -1.597875 -1.271541 -0.153 -0.005 0.165 -0.0834
O -2.581478 -1.699872 -2.467518 0.098 0.016 -0.128 -0.6798
O -1.867822 -1.720556 -0.343098 0.239 0.005 0.058 -0.7178
H -8.246660 -0.935393 1.773232 0.000 0.001 0.000 0.3703
H -8.717201 -0.200620 0.240086 -0.003 -0.001 0.002 0.3297
H -7.916403 0.771481 1.467422 -0.002 -0.001 -0.003 0.3228
H -6.371434 -2.364356 1.586959 0.003 0.000 0.001 0.2906
H -4.679917 -3.924888 1.380349 -0.001 0.004 0.000 0.4747
H -3.134018 -3.055627 1.413059 0.012 0.000 0.015 0.1847
H -3.618660 -3.911560 -0.034431 0.015 0.002 0.013 0.3376
H -3.258770 0.511344 -2.529828 0.013 0.009 -0.010 0.2189
H -4.167806 1.837058 -1.773806 -0.016 -0.007 0.001 0.3775
H -4.903193 0.863877 -3.038375 0.020 -0.014 -0.016 0.5400
H -6.538541 1.104890 -0.891757 0.000 -0.001 0.002 0.3951
O 0.397365 -3.504464 -0.413312 -0.050 -0.058 -0.151 -0.7611
N 1.219915 -3.375034 0.576638 0.169 0.029 0.076 0.4075
C 1.961067 -4.407911 0.843488 -0.055 -0.044 0.010 0.5941
C 2.870098 -4.282627 1.943150 -0.022 -0.006 0.038 -0.0652
N 3.601448 -4.185092 2.824919 0.032 0.030 -0.019 -0.5248
C 1.938976 -5.622299 0.079211 -0.034 -0.041 0.059 0.2458
N 1.950622 -6.605209 -0.515416 0.013 0.021 -0.030 -0.4640
```
Positions in Å, forces in eV/Å.

Calculated values
ΔE to the lowest compared entry with this formula, charge and spin in kJ/mol: 7.20
Calculated total energy in eV: -76707.8815
Multiplicity: 1
Lowest unoccupied orbital energy in eV: -0.14
Net charge: 0
HOMO-LUMO gap in eV: 8.244
Highest occupied orbital energy in eV: -8.388

***

Record 3
Computed, not measured: a molecular structure, C38H39N6O3RuS, with ωB97M-V/def2-TZVPD.

The geometry in XYZ format:
```
88
Properties=species:S:1:pos:R:3:forces:R:3:mulliken_charge:R:1
Ru -0.398961 -0.664402 -1.445894 0.575 0.060 -0.232 0.1729
C -2.445163 -0.526611 -2.790189 -0.033 0.079 -0.010 -0.6932
C -1.400480 -1.015564 -3.619168 -0.059 0.089 0.014 -0.7888
C -1.084386 -2.331701 -3.194219 -0.085 0.042 0.013 -0.5024
C -1.915776 -2.642979 -2.099466 -0.039 0.082 -0.015 -0.7104
C -2.745487 -1.525348 -1.840559 -0.057 -0.066 0.015 -0.0866
H -2.922559 0.436495 -2.862780 0.005 -0.006 0.012 0.5810
H -0.958065 -0.494140 -4.455301 0.003 -0.014 -0.010 0.5119
H -0.316552 -2.962583 -3.611328 0.003 -0.011 0.016 0.6443
H -1.890227 -3.559972 -1.533875 0.011 -0.014 -0.020 0.4770
H -3.491599 -1.449301 -1.066902 0.018 0.018 0.029 0.4203
C -2.137787 -1.380120 1.959582 -0.013 -0.015 0.034 -0.4232
C -1.055685 -1.690245 2.952247 0.012 -0.007 -0.022 0.5479
C -1.138488 -1.249056 4.269007 0.002 0.025 -0.021 -0.9816
C -0.136306 -1.521345 5.188017 0.006 -0.001 0.010 -0.7820
C 0.969032 -2.268766 4.811519 0.003 0.002 0.016 -0.7084
C 1.061808 -2.737566 3.510603 -0.017 0.005 -0.026 -0.2724
C 0.069736 -2.430722 2.587443 0.015 -0.053 0.033 -0.0535
N 0.202366 -2.900201 1.244279 -0.115 0.117 -0.017 0.2307
C 1.084937 -2.431361 0.331826 -0.034 -0.032 -0.201 -1.2088
N 2.111212 -1.673511 0.756069 0.090 0.004 0.022 0.5953
C 2.542711 -0.550723 -0.030410 -0.034 -0.051 0.035 1.7490
C 1.638770 0.070816 -0.898487 0.062 0.200 0.090 -1.0124
C 2.130993 1.190598 -1.573519 -0.036 -0.002 -0.108 -0.7225
C 3.431115 1.648061 -1.404616 0.029 -0.019 0.012 -1.3685
C 4.280638 1.003633 -0.522177 -0.026 -0.006 -0.004 -0.7994
C 3.847507 -0.113277 0.183358 0.030 -0.002 -0.036 1.4532
C 4.753910 -0.833307 1.142921 0.008 -0.004 -0.007 -1.6240
N 0.852136 -2.674691 -0.947721 0.035 -0.160 0.226 0.0861
C 1.973698 -2.896351 -1.801381 -0.009 -0.004 0.068 0.4192
C 2.232397 -2.111541 -2.923624 0.078 0.006 -0.037 0.3085
C 3.273720 -2.417026 -3.787036 0.000 0.028 -0.017 -1.3039
C 4.082634 -3.512499 -3.540534 -0.007 -0.005 0.008 -0.8491
C 3.829922 -4.297777 -2.427003 -0.004 -0.005 0.011 -0.8420
C 2.785363 -4.016892 -1.554179 0.006 -0.016 0.002 0.7844
C 2.523983 -4.927146 -0.385096 -0.002 -0.002 0.000 -1.2539
H -2.920757 -0.788796 2.430725 -0.007 -0.025 0.010 0.5314
H -2.595239 -2.288769 1.558786 0.012 0.001 -0.017 0.3963
H -1.761358 -0.780762 1.125838 0.008 0.016 0.003 -0.1506
H -2.001785 -0.669542 4.572714 0.002 0.000 0.001 0.4054
H -0.223981 -1.154096 6.201739 0.002 0.000 -0.001 0.4018
H 1.745891 -2.499206 5.527846 0.000 -0.002 -0.002 0.4325
H 1.894527 -3.359920 3.202041 0.003 0.000 0.015 0.5530
H -0.519896 -3.483113 0.848799 0.020 -0.044 0.008 0.4168
H 2.274975 -1.617683 1.750776 -0.037 0.019 0.013 0.3814
H 1.491107 1.738156 -2.255995 -0.003 0.006 0.016 0.4052
H 3.772827 2.516913 -1.952375 0.002 0.000 0.004 0.4697
H 5.290957 1.364983 -0.373979 0.002 -0.005 -0.002 0.4112
H 5.765833 -0.436809 1.083804 0.000 -0.003 0.003 0.4338
H 4.789201 -1.901798 0.920301 0.002 0.000 -0.003 0.2843
H 4.423087 -0.722855 2.180451 -0.007 0.004 -0.005 0.3193
H 1.669442 -1.204789 -3.114815 -0.078 -0.158 0.011 0.5066
H 3.457158 -1.781308 -4.643680 0.000 -0.003 0.000 0.4539
H 4.899512 -3.756246 -4.206400 0.000 0.004 -0.002 0.4235
H 4.449019 -5.165477 -2.230442 0.000 0.002 -0.003 0.3934
H 3.114104 -5.837833 -0.474440 0.003 0.002 0.002 0.5259
H 1.469806 -5.205589 -0.330516 -0.002 0.003 -0.004 0.2502
H 2.787379 -4.458484 0.567168 -0.004 0.006 -0.001 0.1138
N -3.945481 0.916720 0.153904 -0.258 -0.155 -0.127 -0.2218
C -3.843846 2.246256 0.643394 0.061 0.003 -0.019 0.6459
C -3.334734 2.488282 1.916767 0.013 0.022 0.022 -0.3329
C -3.080302 3.786720 2.328889 -0.010 -0.051 -0.006 -0.9879
C -3.317551 4.853589 1.472700 0.013 0.090 -0.015 -0.3608
C -3.905383 4.620872 0.240312 0.002 -0.037 0.041 -0.6708
C -4.171694 3.322098 -0.171487 -0.010 -0.003 -0.028 -0.3982
S -2.632398 6.467885 1.860936 -0.034 -0.020 0.037 1.3506
O -1.234239 6.285628 1.455449 0.014 -0.009 -0.003 -0.6773
O -2.809509 6.624876 3.290534 0.000 -0.028 -0.002 -0.7207
O -3.362478 7.398552 1.022304 -0.022 -0.011 -0.035 -0.7321
H -4.363633 0.281932 0.823200 0.048 0.090 0.096 0.3090
H -4.518152 0.889717 -0.681583 0.004 0.027 0.013 0.3255
H -3.101313 1.652623 2.568258 0.000 -0.007 0.000 0.2207
H -2.661176 3.989895 3.307200 0.003 0.001 -0.004 0.4590
H -4.120584 5.468133 -0.398666 0.001 -0.001 -0.003 0.5441
H -4.610828 3.139858 -1.148212 0.008 0.002 0.004 0.3120
N -0.312535 1.469154 1.003013 -0.062 0.036 -0.068 0.3723
C -0.612357 2.286272 -0.086961 0.056 -0.074 0.039 -0.3165
C -0.716479 3.668075 0.047964 0.028 0.078 -0.024 -1.4574
C -1.034382 4.427483 -1.053081 0.020 -0.028 0.042 -0.6491
C -1.225365 3.794111 -2.282025 0.005 0.024 -0.052 -1.2558
C -1.103895 2.428620 -2.334327 0.063 0.006 -0.007 -1.0436
N -0.805225 1.672995 -1.262045 -0.326 -0.045 0.083 2.4771
H -0.148748 2.004548 1.844290 -0.026 -0.008 0.020 0.3846
H 0.468678 0.855482 0.798757 0.060 0.011 0.049 -0.1023
H -0.571515 4.164189 0.999149 0.011 -0.005 0.009 0.6785
H -1.133426 5.498277 -0.923523 0.002 0.006 -0.002 0.5811
H -1.470230 4.351239 -3.175252 -0.003 -0.007 0.001 0.4993
H -1.234096 1.896061 -3.269609 -0.005 0.008 0.009 0.4137
```
Positions in Å, forces in eV/Å.

Calculated values
Calculated total energy in eV: -68535.9861
Multiplicity: 6
Lowest unoccupied orbital energy (alpha / beta) in eV: -0.11 / -2.92
Net charge: 0
HOMO-LUMO gap (alpha / beta) in eV: 7.423 / 4.615
Highest occupied orbital energy (alpha / beta) in eV: -7.531 / -7.531